1.
This record from the OMol25 dataset describes a cluster of 7 separate species, CH16O6 in total. The level of theory is wB97M-V/def2-TZVPD.

LUMO level ... 0.3 eV
SMILES ... C.O.O.O.O.O.O
ΔE to the lowest compared entry with this formula, charge and spin ... 0.883 eV

Each line ends with the Löwdin charge.
Geometry (Å):
C 0.112868 2.988066 -0.555707  -0.045
H 0.826647 3.115722 0.264004  0.023
H 0.106137 1.943199 -0.860696  -0.003
H 0.270506 3.671625 -1.376930  0.013
H -0.864108 3.227809 -0.132959  0.013
O 0.431053 -2.535536 0.062765  -0.063
H 1.164709 -2.099365 -0.396471  -0.008
H 0.632586 -2.529914 0.991277  0.000
O -3.154280 -0.575758 -0.704205  -0.053
H -2.580259 -0.159574 -1.366328  0.048
H -2.692824 -1.408859 -0.553269  0.044
O -1.496401 0.712267 1.558676  -0.053
H -1.783694 1.407804 2.144384  0.033
H -2.232173 0.444579 0.995224  0.004
O 2.811301 -0.851834 -0.750305  -0.033
H 2.687752 0.039395 -0.418314  0.051
H 3.673582 -1.150030 -0.478236  0.047
O 0.377657 -0.408597 -3.220104  -0.059
H 0.458272 -1.239322 -2.737317  0.025
H 0.826191 0.222822 -2.637951  0.018
O 0.397606 -1.319766 3.323713  -0.060
H -0.520940 -1.354993 3.041250  0.021
H 0.547818 -2.139733 3.807493  0.036

Forces on the atoms, in the same order (eV/Å):
-0.416 -0.023 0.741
0.091 0.084 -0.364
-0.007 0.081 -0.125
0.375 0.018 -0.205
-0.037 -0.175 -0.059
-0.339 -0.152 -1.025
0.033 0.006 0.500
0.314 0.296 0.583
0.542 0.138 -0.144
-0.277 0.048 0.090
-0.090 -0.147 0.135
0.494 -0.492 -0.102
-0.340 0.218 0.089
-0.229 0.117 -0.035
-0.692 -0.105 -0.412
0.142 0.087 0.211
0.450 0.002 0.197
0.085 0.167 0.422
-0.020 -0.034 -0.107
-0.105 -0.153 -0.285
0.206 -0.303 -0.020
-0.123 0.220 -0.113
-0.058 0.102 0.027


2.
This record from the OMol25 dataset describes a cluster of 4 separate species, C6H21NO3S in total. The level of theory is wB97M-V/def2-TZVPD.

LUMO level ... 0.4 eV
SMILES ... CCNCCCCS.O.O.O
ΔE to the lowest compared entry with this formula, charge and spin ... 0.000 eV

Each line ends with the Löwdin charge.
Geometry (Å):
C 2.881486 -1.849250 1.323587  -0.093
C 2.711216 -1.005041 0.108310  -0.289
N 1.403210 -0.305406 0.093336  -0.121
C 1.365003 1.043527 -0.483685  -0.230
C 0.400536 1.978251 0.291306  -0.205
C -1.032986 1.616827 -0.006792  -0.280
C -1.523757 1.837563 -1.447323  -0.550
S -1.102824 3.454524 -2.198661  0.711
H 3.202051 -1.253313 2.177602  0.080
H 3.755651 -2.468316 1.121276  0.077
H 1.979203 -2.457737 1.493256  0.082
H 3.509659 -0.235914 0.063170  0.107
H 2.754649 -1.493065 -0.887356  0.120
H 0.983286 -0.336594 1.016620  0.100
H 1.057836 0.841808 -1.530231  0.109
H 2.380317 1.474345 -0.598042  0.114
H 0.642329 2.970002 -0.118510  0.085
H 0.628416 1.865895 1.366771  0.121
H -1.742049 2.143660 0.661403  0.119
H -1.153502 0.528564 0.128258  0.095
H -1.067598 1.129109 -2.143197  0.051
H -2.601681 1.692984 -1.434178  0.071
H 0.126158 3.132235 -2.522421  -0.172
O -0.675525 -3.215283 3.425358  -0.099
H -0.037203 -2.479290 3.432349  0.017
H -1.258184 -2.948236 2.676047  -0.017
O -2.283944 -2.950745 1.230927  -0.083
H -1.753847 -2.448307 0.572515  0.000
H -2.577574 -3.756779 0.775312  0.065
O -0.772989 -2.111669 -0.800723  -0.057
H -1.044436 -2.040540 -1.713818  0.057
H -0.119168 -1.431115 -0.549344  0.014

Forces on the atoms, in the same order (eV/Å):
0.517 -0.673 -0.361
-0.578 1.813 -1.582
-0.118 -0.349 0.736
0.050 -0.707 -0.456
1.084 -0.487 -1.230
-0.897 -0.210 -0.023
0.825 0.090 -0.025
-1.127 0.250 0.369
-0.585 0.093 0.163
-0.210 -0.535 0.173
0.495 0.070 0.253
-0.166 -0.278 0.138
0.291 -0.455 0.785
0.305 0.344 0.112
-0.165 0.788 0.245
-0.327 -0.113 0.519
-0.299 0.050 0.764
-0.072 0.445 -0.442
0.461 -0.300 -0.144
-0.197 0.312 0.394
-0.309 -0.212 0.238
-0.005 0.188 -0.379
0.737 -0.191 -0.194
0.340 1.082 -0.466
-0.214 -0.557 0.313
-0.001 -0.694 0.371
-0.275 0.098 -0.238
-0.391 -0.595 -0.046
0.299 0.452 0.264
-0.054 -0.219 0.450
0.149 0.337 -0.199
0.434 0.163 -0.503


3.
This record from the OMol25 dataset describes an isolated molecule of C5H7NO. The level of theory is wB97M-V/def2-TZVPD.

LUMO level ... 0.4 eV
SMILES ... [H]/N=C/C(=C)[C@H]1CO1
ΔE to the lowest compared entry with this formula, charge and spin ... 2.779 eV

Each line ends with the Löwdin charge.
Geometry (Å):
H -2.190551 2.429175 0.829150  0.047
N -1.194462 2.227916 0.685272  0.082
C -1.067211 1.071719 0.122983  -0.187
C 0.230664 0.418009 -0.238287  -0.254
C 1.326858 1.187990 -0.125595  0.083
C 0.259514 -0.979205 -0.706423  -0.256
C 0.185872 -2.078470 0.327097  -0.087
O -0.871868 -1.862483 -0.612735  -0.045
H -1.969556 0.481337 -0.114866  0.115
H 1.271597 2.219422 0.214132  0.068
H 2.311853 0.807558 -0.373277  0.070
H 0.911992 -1.142989 -1.559202  0.145
H 0.807206 -2.954428 0.189966  0.105
H -0.011909 -1.825549 1.361786  0.115

Forces on the atoms, in the same order (eV/Å):
0.383 -0.075 -0.130
0.316 -1.343 -0.589
-1.065 0.444 0.467
-0.281 2.241 0.517
-0.118 -0.684 -0.274
0.466 -1.445 1.166
0.233 0.741 -1.054
0.462 0.601 0.230
0.379 0.060 0.009
-0.203 -0.272 -0.028
-0.017 -0.041 -0.037
-0.171 -0.208 -0.047
-0.181 -0.182 -0.185
-0.203 0.161 -0.044


4.
This record from the OMol25 dataset describes a cluster of 3 separate species, C32H52NO3S3 in total. The level of theory is wB97M-V/def2-TZVPD.

Total charge ... -1
LUMO level ... 2.2 eV

Each line ends with the Löwdin charge.
Geometry (Å):
C 2.457794 -1.447558 1.924996  -0.109
C 3.207608 -1.033709 0.660137  -0.240
C 2.300820 -0.891866 -0.583611  -0.175
C 2.321954 0.502187 -1.240773  -0.200
C 0.953950 1.176427 -1.370018  -0.205
C 0.136015 1.254331 -0.062449  -0.186
C -1.209827 0.488026 -0.115735  -0.151
C -1.283854 -0.702421 0.844768  -0.176
N -2.279197 -0.551038 1.946127  -0.175
C -2.090894 0.668318 2.731381  -0.236
C -3.261265 0.942694 3.668644  -0.194
C -4.524486 1.317057 2.859574  -0.191
C -5.653749 0.280388 2.958231  -0.197
C -6.424350 0.114996 1.632870  -0.215
C -5.949113 -1.121361 0.879468  -0.240
C -6.611941 -1.302428 -0.498020  -0.255
C -5.575855 -1.236528 -1.625219  -0.110
C -2.278778 -1.729102 2.688087  -1.086
S -1.690592 -1.940197 4.195774  0.705
S -2.961440 -3.085787 1.767458  0.909
C -1.723682 -4.396188 2.073844  -0.459
C -1.215650 -5.073084 0.801852  -0.291
C -0.744450 -4.102616 -0.266499  -0.291
S 0.160881 -4.936681 -1.595867  0.385
O -0.057373 -4.082659 -2.756685  -0.395
O 1.541631 -4.936107 -1.117305  -0.396
O -0.449548 -6.279635 -1.683885  -0.394
H 3.101494 -1.405378 2.804304  0.066
H 1.616941 -0.778511 2.103380  0.042
H 2.097884 -2.472098 1.844924  0.075
H 3.966407 -1.787554 0.455614  0.102
H 3.719662 -0.088873 0.848774  0.088
H 1.280293 -1.201780 -0.360343  0.094
H 2.658456 -1.609857 -1.318113  0.112
H 3.021471 1.179963 -0.747726  0.090
H 2.700710 0.393901 -2.259229  0.092
H 0.378317 0.721997 -2.174730  0.106
H 1.138926 2.208200 -1.686654  0.092
H 0.749156 0.874387 0.754990  0.092
H -0.080545 2.297496 0.170245  0.097
H -2.022904 1.177314 0.098387  0.094
H -1.358038 0.113479 -1.124916  0.107
H -0.313787 -0.944466 1.285620  0.096
H -1.595212 -1.574521 0.281873  0.064
H -1.131201 0.659695 3.259817  0.106
H -2.052211 1.519246 2.054156  0.106
H -2.964577 1.786815 4.290219  0.108
H -3.461717 0.082661 4.298505  0.063
H -4.237159 1.387570 1.808657  0.094
H -4.878213 2.301365 3.163494  0.105
H -5.228544 -0.687879 3.223972  0.099
H -6.336210 0.573588 3.756503  0.104
H -6.197748 0.980482 1.005581  0.107
H -7.500046 0.084457 1.806245  0.105
H -6.084545 -2.010965 1.494919  0.103
H -4.871324 -1.011882 0.731122  0.078
H -7.377377 -0.540589 -0.646693  0.096
H -7.080400 -2.284967 -0.546802  0.098
H -6.035539 -1.223055 -2.610957  0.064
H -4.920051 -2.103270 -1.562583  0.074
H -4.955439 -0.349630 -1.493368  0.067
H -0.887868 -3.922086 2.583267  0.039
H -2.149910 -5.109707 2.774382  0.069
H -1.933668 -5.789531 0.409706  0.105
H -0.341629 -5.654908 1.103101  0.118
H -0.007575 -3.430457 0.174674  0.077
H -1.560706 -3.537724 -0.708389  0.071
C 3.817495 3.596765 1.944449  -0.090
C 4.991655 4.090020 2.496265  -0.097
C 5.714331 5.070005 1.829531  -0.102
C 5.260422 5.560605 0.612857  -0.102
C 4.085205 5.068699 0.061652  -0.097
C 3.365512 4.085920 0.726883  -0.093
H 3.255025 2.829401 2.461153  0.102
H 5.344380 3.709025 3.446101  0.099
H 6.632958 5.450626 2.257734  0.097
H 5.823466 6.325745 0.093565  0.097
H 3.730574 5.450181 -0.887510  0.099
H 2.451757 3.696145 0.295010  0.092
C 3.624858 1.610558 -5.094963  -0.096
C 3.997136 0.929801 -6.245445  -0.092
C 5.335902 0.852701 -6.603607  -0.100
C 6.303031 1.450941 -5.807841  -0.103
C 5.930809 2.128799 -4.655176  -0.100
C 4.591628 2.211025 -4.300369  -0.098
H 2.580905 1.669481 -4.814432  0.100
H 3.243375 0.455890 -6.860595  0.102
H 5.625718 0.322498 -7.501792  0.098
H 7.347827 1.385589 -6.084217  0.096
H 6.685009 2.591501 -4.031228  0.098
H 4.300832 2.739691 -3.401096  0.096

Forces on the atoms, in the same order (eV/Å):
0.213 0.059 -0.053
-0.349 -0.115 0.107
0.576 0.009 -0.094
-0.331 -0.220 -0.433
0.278 0.704 0.334
-0.284 -0.145 -0.322
0.506 0.035 0.395
-0.672 -0.034 -0.549
0.410 -0.065 0.449
0.072 0.144 0.261
-0.142 0.418 -0.500
0.241 -0.508 0.119
-0.163 0.291 -0.240
0.382 -0.054 0.266
-0.108 0.131 -0.240
0.476 -0.213 -0.075
-0.147 0.021 0.351
-0.159 -0.344 -0.292
0.030 0.176 0.201
0.152 0.030 -0.079
0.076 -0.071 0.094
0.047 0.004 0.133
0.092 -0.284 0.113
-0.368 -0.634 0.081
-0.019 -0.067 -0.073
-0.027 -0.162 0.009
0.434 0.962 -0.055
0.063 0.016 0.042
-0.100 -0.037 0.110
-0.202 -0.020 -0.068
0.166 0.059 0.019
0.111 0.053 -0.029
-0.084 0.025 0.098
-0.190 -0.128 -0.079
-0.011 -0.033 0.263
0.156 0.057 -0.028
-0.099 -0.206 0.058
-0.001 -0.009 -0.244
-0.017 -0.014 0.117
0.103 0.099 0.030
-0.198 -0.050 -0.117
-0.095 0.002 -0.099
0.080 0.182 0.040
0.076 -0.054 0.051
0.005 -0.198 0.114
0.086 -0.083 -0.226
0.023 -0.076 0.246
0.058 0.055 0.224
0.019 0.096 -0.088
-0.132 0.070 -0.060
0.009 -0.066 0.126
-0.018 -0.111 0.129
-0.308 0.150 -0.065
-0.100 -0.039 -0.087
-0.028 -0.022 0.087
0.081 -0.102 0.091
-0.135 -0.004 -0.010
-0.299 0.052 0.006
0.001 0.041 -0.095
0.112 -0.033 -0.058
0.040 0.102 -0.186
-0.057 0.180 0.055
-0.042 -0.100 -0.010
-0.086 0.071 -0.167
-0.038 -0.175 0.036
-0.066 0.256 -0.066
-0.043 -0.006 -0.077
-0.003 -0.010 0.007
0.004 0.002 0.000
-0.006 0.002 -0.002
0.005 -0.001 0.003
0.006 0.000 0.000
-0.051 -0.028 -0.028
0.002 -0.009 -0.009
0.005 -0.009 -0.003
-0.001 0.004 0.004
0.003 -0.001 -0.004
0.000 -0.004 -0.005
0.001 -0.007 -0.001
-0.009 0.015 0.010
-0.002 0.010 -0.017
0.000 0.005 0.001
-0.004 0.003 -0.002
0.009 0.015 -0.002
-0.012 0.016 0.012
-0.001 -0.018 0.010
-0.002 -0.009 0.005
0.001 -0.014 0.005
0.002 -0.003 0.002
-0.001 -0.001 0.004
0.001 -0.024 0.016


Number 1: frontier orbital gap 11.5 eV, F_max 1.1 eV/Å. Number 2: frontier orbital gap 9.7 eV, F_max 2.5 eV/Å. Number 3: frontier orbital gap 9.8 eV, F_max 2.3 eV/Å. Number 4: frontier orbital gap 7.4 eV, F_max 1.1 eV/Å.